{
  "formula": "C40H76N3O12",
  "method": "the ωB97M-V functional and the def2-TZVPD basis",
  "charge": 1,
  "gap_ev": 9.46,
  "e_tot_ev": -71745.0240,
  "species": ["C", "C", "N", "C", "N", "C", "C", "C", "C", "C", "C", "C", "C", "C", "C", "C", "C", "C", "C", "C", "C", "C", "C", "C", "C", "C", "C", "C", "C", "C", "N", "H", "H", "H", "H", "H", "H", "H", "H", "H", "H", "H", "H", "H", "H", "H", "H", "H", "H", "H", "H", "H", "H", "H", "H", "H", "H", "H", "H", "H", "H", "H", "H", "H", "H", "H", "H", "H", "H", "H", "H", "H", "H", "H", "H", "H", "H", "H", "H", "H", "H", "H", "H", "C", "O", "C", "O", "O", "C", "H", "H", "H", "H", "H", "H", "C", "O", "C", "O", "O", "C", "H", "H", "H", "H", "H", "H", "C", "O", "C", "O", "O", "C", "H", "H", "H", "H", "H", "H", "C", "O", "C", "O", "O", "C", "H", "H", "H", "H", "H", "H"],
  "coordinates": [[-0.28, -5.72, 0.64], [-1.11, -4.69, 0.53], [-1.63, -4.22, -0.78], [-0.90, -4.93, -1.93], [-1.34, -6.28, -2.09], [-1.42, -2.73, -0.94], [-2.35, -1.86, -0.08], [-3.18, -0.86, -0.93], [-2.76, 0.59, -0.74], [-3.34, 1.57, -1.78], [-4.81, 1.39, -2.21], [-5.83, 2.04, -1.29], [-6.23, 1.18, -0.08], [-5.53, 1.62, 1.22], [-4.89, 0.45, 1.96], [-3.67, 0.90, 2.73], [-2.94, -0.23, 3.47], [-1.50, -0.43, 3.00], [-0.43, -0.31, 4.09], [0.45, 0.95, 3.98], [1.96, 0.65, 3.80], [2.67, 1.61, 2.84], [3.49, 0.88, 1.76], [4.65, 1.73, 1.23], [4.20, 3.08, 0.64], [-3.10, -4.59, -0.86], [-3.85, -4.00, -1.88], [-5.20, -4.33, -1.93], [-5.71, -5.21, -0.97], [-4.85, -5.72, -0.01], [-3.55, -5.41, 0.05], [0.45, -5.92, -0.13], [-0.32, -6.41, 1.47], [-1.45, -4.14, 1.39], [-1.11, -4.37, -2.83], [0.17, -4.84, -1.75], [-1.61, -6.45, -3.05], [-0.60, -6.94, -1.87], [-0.39, -2.55, -0.65], [-1.48, -2.47, -1.99], [-3.01, -2.45, 0.55], [-1.73, -1.28, 0.60], [-4.23, -0.97, -0.70], [-3.09, -1.10, -1.99], [-3.01, 0.90, 0.27], [-1.68, 0.64, -0.81], [-2.71, 1.59, -2.67], [-3.27, 2.57, -1.36], [-5.09, 0.35, -2.36], [-4.91, 1.87, -3.18], [-5.50, 3.03, -0.98], [-6.73, 2.21, -1.87], [-7.30, 1.32, 0.05], [-6.08, 0.13, -0.28], [-4.75, 2.33, 0.97], [-6.24, 2.11, 1.87], [-5.60, -0.06, 2.61], [-4.58, -0.27, 1.21], [-2.96, 1.38, 2.06], [-3.99, 1.67, 3.43], [-3.49, -1.16, 3.29], [-2.98, -0.03, 4.53], [-1.41, -1.42, 2.55], [-1.24, 0.28, 2.22], [-0.93, -0.28, 5.05], [0.18, -1.21, 4.11], [0.32, 1.57, 4.85], [0.13, 1.55, 3.13], [2.42, 0.76, 4.77], [2.08, -0.37, 3.46], [3.35, 2.28, 3.36], [1.96, 2.25, 2.32], [2.84, 0.63, 0.93], [3.90, -0.03, 2.18], [5.34, 1.91, 2.04], [5.15, 1.17, 0.44], [4.49, 3.17, -0.40], [3.12, 3.20, 0.68], [4.68, 3.89, 1.19], [-3.45, -3.31, -2.60], [-5.85, -3.91, -2.67], [-6.75, -5.50, -0.96], [-5.22, -6.42, 0.73], [5.52, 8.45, -3.92], [6.59, 7.85, -3.18], [6.26, 6.72, -2.56], [5.18, 6.19, -2.57], [7.34, 6.27, -1.92], [7.12, 5.05, -1.20], [5.92, 9.35, -4.37], [5.16, 7.79, -4.70], [4.70, 8.72, -3.25], [6.83, 4.25, -1.88], [6.37, 5.19, -0.43], [8.07, 4.80, -0.74], [-0.05, -9.98, -0.26], [0.80, -9.13, -1.03], [2.04, -9.62, -1.20], [2.45, -10.66, -0.76], [2.73, -8.74, -1.93], [4.08, -9.14, -2.20], [-1.01, -9.47, -0.20], [-0.18, -10.94, -0.75], [0.35, -10.12, 0.74], [4.10, -10.07, -2.76], [4.64, -9.25, -1.27], [4.52, -8.34, -2.79], [-0.64, -4.68, 4.45], [-0.19, -4.50, 5.79], [0.70, -3.52, 5.96], [1.13, -2.81, 5.09], [1.01, -3.46, 7.25], [1.96, -2.43, 7.58], [-1.34, -5.51, 4.46], [-1.15, -3.79, 4.09], [0.20, -4.92, 3.79], [1.57, -1.45, 7.34], [2.90, -2.60, 7.06], [2.12, -2.51, 8.66], [1.83, 11.48, -7.64], [2.24, 12.63, -6.89], [3.28, 12.42, -6.09], [3.87, 11.38, -5.95], [3.55, 13.56, -5.46], [4.66, 13.49, -4.55], [0.99, 11.80, -8.24], [2.64, 11.14, -8.28], [1.52, 10.68, -6.97], [5.57, 13.22, -5.09], [4.46, 12.76, -3.77], [4.76, 14.48, -4.12]],
  "mulliken_charge": [-1.2176, -0.1916, 1.5822, -1.1740, -0.2494, -2.0956, 0.7801, -1.0999, 0.5260, -1.4497, -0.5367, -1.1314, -0.6851, -1.0836, -0.1625, -1.1083, -1.0029, 0.6294, -0.4173, -1.1381, -0.5727, -0.5204, -0.6064, -0.7562, -0.9399, 0.5139, -0.5822, -0.5854, -0.5142, -0.5220, -0.3997, 0.2807, 0.3143, 0.6474, 0.4951, 0.5140, 0.2643, 0.1585, 0.5356, 0.5777, 0.7293, -0.1483, 0.1417, 0.7958, -1.2714, 0.8386, 0.3780, 0.5320, 0.2902, 0.4031, 0.4255, 0.3787, 0.5538, 0.4461, 0.3881, 0.5629, 0.6370, -0.3108, 0.7059, 0.4470, 0.4059, 0.5657, -0.8340, 0.1914, 0.7427, 0.0362, 0.2900, 0.5377, 0.2367, 0.3301, 0.4275, 0.2538, 0.2080, 0.4061, 0.3812, 0.3794, 0.3118, 0.3065, 0.2094, 0.3071, 0.4846, 0.4563, 0.4408, -0.6118, -0.3036, 0.7768, -0.5624, -0.3254, -0.5920, 0.2267, 0.2949, 0.2856, 0.2839, 0.2369, 0.2892, -0.7412, -0.2130, 0.7043, -0.5284, -0.2973, -0.6543, 0.2066, 0.3435, 0.3370, 0.3037, 0.3050, 0.2164, -0.3656, -0.3770, 0.7929, -0.5994, -0.3591, -0.6057, 0.3763, 0.0233, 0.2690, 0.2635, 0.3004, 0.2240, -0.6180, -0.3249, 0.8233, -0.5402, -0.3079, -0.6040, 0.2165, 0.2916, 0.2899, 0.2880, 0.2833, 0.2051]
}